Entry 1:
{
  "formula": "C4H11N2",
  "method": "ωB97M-V/def2-TZVPD",
  "e_lumo_ev": -4.9772,
  "charge": 1,
  "gap_ev": 8.6,
  "de_lowest_kj_mol": 387.1,
  "energy_ev": -7296.9363,
  "multiplicity": 1,
  "e_homo_ha": -0.501,
  "species": ["H", "H", "C", "H", "H", "C", "H", "H", "H", "C", "N", "N", "H", "H", "H", "H", "C"],
  "xyz": [[2.1824, 1.5902, 0.0408], [1.7277, -0.5573, -1.8099], [2.5994, 0.7534, -0.6315], [-1.4717, 1.1582, 1.2483], [-2.8967, 2.2937, 1.4179], [0.1681, -1.9282, 0.0231], [-0.2343, -3.9879, 0.1903], [-1.6024, 2.7963, 0.5372], [2.7119, 1.3943, -1.6348], [1.0169, -0.9137, 0.1604], [1.5437, -0.1881, -0.8779], [-0.5790, -2.9728, 0.1158], [1.2889, -0.5376, 1.1746], [-1.5293, -2.9719, 0.1969], [3.5882, 0.2504, -0.3347], [-2.5007, 1.3516, -0.0660], [-2.1239, 1.9115, 0.7962]],
  "forces_ev_per_angstrom": [[1.151, -1.509, -0.361], [-1.054, -0.689, 0.521], [0.703, 3.220, -0.750], [-0.019, 0.528, 0.637], [-0.833, -0.440, 0.743], [-0.906, -1.332, 1.426], [0.080, 1.976, -0.245], [0.943, 0.543, -0.725], [0.161, -1.710, 2.084], [0.168, 0.187, -1.528], [0.215, -0.718, -0.041], [4.796, -0.735, -0.195], [-0.513, -0.582, -0.667], [-3.397, 0.784, 0.011], [-1.428, 1.128, -0.247], [-0.315, 0.707, -0.104], [0.246, -1.357, -0.557]]
}



Entry 2:
{
  "formula": "C2H4AlClFO2",
  "method": "ωB97M-V/def2-TZVPD",
  "e_lumo_ev": 3.6321,
  "charge": -1,
  "gap_ev": 9.0,
  "de_lowest_kj_mol": 0.0,
  "energy_ev": -28074.6283,
  "multiplicity": 1,
  "e_homo_ha": -0.199,
  "species": ["H", "H", "Al", "C", "H", "C", "O", "H", "O", "Cl", "F"],
  "xyz": [[-0.3357, -0.8243, -1.5003], [-0.7403, 0.1007, 1.3531], [1.3118, 0.9009, 0.0108], [-0.8382, -0.1890, -0.7552], [2.5458, 0.9900, -1.0083], [-0.4582, -0.6890, 0.6431], [0.9049, -0.8016, 0.5986], [1.4459, 1.8391, 1.3138], [-0.3192, 1.0733, -0.8100], [-1.3165, -2.1890, 1.1742], [-2.2003, -0.2112, -1.0198]],
  "forces_ev_per_angstrom": [[-0.425, -0.325, -0.021], [-0.495, -0.287, 0.154], [0.039, -0.022, 0.130], [0.344, 0.068, -0.167], [0.012, -0.068, -0.017], [0.347, 0.431, -0.092], [0.005, 0.199, 0.020], [-0.002, 0.102, -0.081], [0.147, -0.092, 0.035], [0.076, -0.224, -0.073], [-0.047, 0.219, 0.112]]
}